{"formula": "C47H42Cl2CoN8O2PTe", "method": "the ωB97M-V functional and the def2-TZVPD basis", "total_charge": -1, "total_energy_ev": -144689.400, "largest_force_ev_per_a": 1.26, "homo_lumo_gap_ev": [4.435, 4.429], "s_squared": 0.779, "e_lumo_ev": [1.767, 1.767], "multiplicity": 2, "e_homo_ev": [-2.67, -2.66], "species": ["Co", "C", "N", "C", "C", "N", "C", "P", "C", "N", "C", "C", "N", "C", "C", "N", "C", "C", "N", "C", "H", "H", "H", "H", "H", "H", "H", "H", "H", "H", "H", "H", "H", "H", "H", "C", "C", "C", "C", "C", "O", "C", "C", "C", "C", "C", "C", "C", "O", "C", "C", "C", "N", "C", "C", "Te", "C", "C", "C", "C", "C", "C", "C", "C", "C", "C", "C", "C", "H", "H", "H", "H", "H", "H", "H", "H", "H", "H", "H", "H", "H", "H", "H", "H", "H", "H", "H", "H", "H", "H", "H", "H", "Cl", "C", "C", "C", "C", "C", "Cl", "C", "N", "H", "H", "H"], "coordinates": [[0.540, 0.181, 0.207], [-0.531, 1.987, -4.679], [-0.021, 1.103, -3.653], [1.075, 0.297, -3.761], [1.234, -0.301, -2.547], [0.256, 0.129, -1.703], [-0.494, 0.994, -2.379], [-2.206, 1.492, -1.987], [-1.849, 2.123, -0.293], [-1.150, 1.440, 0.605], [-1.590, 1.827, 1.828], [-2.575, 2.761, 1.688], [-2.743, 2.936, 0.344], [-3.656, 3.857, -0.300], [-2.932, -0.101, -1.484], [-2.526, -0.891, -0.517], [-3.388, -1.938, -0.489], [-4.347, -1.785, -1.453], [-4.060, -0.610, -2.086], [-4.814, 0.011, -3.154], [-0.003, 1.794, -5.609], [-1.597, 1.818, -4.830], [-0.389, 3.031, -4.400], [1.653, 0.224, -4.666], [1.977, -1.013, -2.237], [-1.189, 1.408, 2.735], [-3.163, 3.293, 2.415], [-4.260, 4.354, 0.455], [-3.111, 4.609, -0.870], [-4.311, 3.322, -0.987], [-3.268, -2.739, 0.222], [-5.183, -2.400, -1.742], [-5.708, -0.575, -3.351], [-5.109, 1.022, -2.873], [-4.222, 0.074, -4.067], [0.516, -4.538, 5.408], [0.433, -3.772, 4.111], [0.032, -4.373, 2.934], [-0.052, -3.717, 1.702], [-0.517, -4.623, 0.596], [-0.611, -5.818, 0.848], [-0.968, -4.254, -0.807], [-0.518, -3.204, -1.601], [-0.938, -3.075, -2.919], [-1.814, -3.989, -3.478], [-2.283, -5.039, -2.696], [-1.860, -5.167, -1.386], [0.316, -2.327, 1.646], [0.288, -1.680, 0.552], [0.768, -1.705, 2.871], [0.782, -2.433, 4.059], [1.250, -0.322, 2.898], [1.167, 0.484, 1.899], [1.722, 1.844, 1.957], [1.781, 2.470, 0.571], [3.256, 1.574, -1.107], [4.159, 0.374, -2.830], [4.543, -0.966, -2.789], [5.263, -1.544, -3.832], [5.602, -0.791, -4.949], [5.203, 0.538, -5.020], [4.496, 1.107, -3.967], [1.910, 0.146, 4.159], [3.145, -0.384, 4.518], [3.792, 0.054, 5.663], [3.198, 1.006, 6.479], [1.955, 1.522, 6.138], [1.318, 1.096, 4.982], [0.203, -5.573, 5.267], [-0.119, -4.090, 6.176], [1.540, -4.544, 5.789], [-0.243, -5.419, 2.942], [0.161, -2.479, -1.192], [-0.560, -2.249, -3.512], [-2.127, -3.895, -4.512], [-2.969, -5.766, -3.114], [-2.205, -5.997, -0.786], [1.079, -1.942, 4.977], [2.708, 1.820, 2.421], [1.084, 2.465, 2.607], [2.209, 3.473, 0.671], [0.778, 2.600, 0.153], [4.281, -1.565, -1.927], [5.563, -2.586, -3.767], [6.176, -1.233, -5.757], [5.445, 1.134, -5.896], [4.199, 2.156, -4.020], [3.599, -1.142, 3.890], [4.763, -0.353, 5.917], [3.699, 1.345, 7.378], [1.483, 2.263, 6.772], [0.342, 1.497, 4.733], [5.040, 1.350, 1.787], [4.679, -0.352, 1.621], [5.391, -1.163, 2.489], [5.192, -2.532, 2.526], [4.292, -3.079, 1.624], [3.616, -2.276, 0.733], [2.651, -3.109, -0.456], [3.703, -0.833, 0.673], [2.910, -0.175, -0.178], [6.086, -0.692, 3.173], [5.737, -3.156, 3.222], [4.126, -4.148, 1.590]]}